Record 1
{
  "formula": "C19H22N6O2",
  "method": "ωB97M-V/def2-TZVPD",
  "homo_lumo_gap_ev": 9.04,
  "de_lowest_kcal_mol": 92.6,
  "smiles": "CONC(=O)c1ccc(C)c(Nc2ncnc(NC3CCCC3)c2C#N)c1",
  "symbols": ["O", "O", "N", "N", "N", "N", "N", "N", "C", "C", "C", "C", "C", "C", "C", "C", "C", "C", "C", "C", "C", "C", "C", "C", "C", "C", "C", "H", "H", "H", "H", "H", "H", "H", "H", "H", "H", "H", "H", "H", "H", "H", "H", "H", "H", "H", "H", "H", "H"],
  "xyz": [[-3.12, -4.79, 0.34], [-0.92, -6.73, 0.33], [-2.48, 0.24, -0.54], [-0.12, 3.46, 0.12], [1.53, 2.35, 1.16], [-1.08, -5.46, -0.48], [0.88, -0.99, 1.48], [-2.03, 2.32, -0.71], [-1.45, 0.32, -3.42], [-1.58, 1.23, -0.19], [3.69, 3.62, 3.15], [0.29, 2.34, 0.61], [-2.03, -3.36, -1.21], [2.83, 4.78, 3.30], [-1.10, -7.97, -0.44], [-1.33, 3.44, -0.51], [-1.31, -2.22, -3.23], [2.37, 3.55, 1.19], [-0.34, 1.13, 0.50], [0.30, -0.08, 1.01], [-2.26, -2.11, -0.60], [-2.15, -4.59, -0.41], [-1.57, -0.97, -2.57], [1.79, 4.52, 2.15], [3.84, 3.35, 1.65], [-1.58, -3.41, -2.52], [-2.04, -0.91, -1.24], [1.90, 1.50, 1.48], [-1.02, -2.18, -4.24], [3.36, 5.66, 3.13], [2.41, 4.79, 4.31], [3.11, 2.82, 3.64], [-1.77, 4.42, -0.60], [-1.31, -4.33, -3.01], [-0.28, -5.08, -0.95], [0.91, 4.27, 2.60], [-1.03, 1.09, -2.84], [-0.64, -8.77, 0.10], [-2.17, -8.21, -0.70], [-0.82, 0.12, -4.28], [4.53, 4.07, 1.15], [2.39, 3.94, 0.19], [-3.20, 0.77, -1.01], [-2.69, -2.19, 0.43], [-0.61, -7.99, -1.43], [4.58, 3.72, 3.62], [-2.47, 0.72, -3.70], [4.19, 2.32, 1.49], [1.57, 5.46, 1.70]]
}


Record 2
{
  "formula": "C43H52BaN3PSe",
  "method": "ωB97M-V/def2-TZVPD",
  "homo_lumo_gap_ev": [5.83, 4.01],
  "symbols": ["Ba", "Se", "P", "N", "N", "N", "C", "C", "C", "C", "C", "C", "C", "C", "C", "C", "C", "C", "C", "C", "C", "C", "C", "C", "C", "C", "C", "C", "C", "C", "C", "C", "C", "C", "C", "C", "C", "C", "C", "C", "C", "C", "C", "C", "C", "C", "C", "C", "C", "H", "H", "H", "H", "H", "H", "H", "H", "H", "H", "H", "H", "H", "H", "H", "H", "H", "H", "H", "H", "H", "H", "H", "H", "H", "H", "H", "H", "H", "H", "H", "H", "H", "H", "H", "H", "H", "H", "H", "H", "H", "H", "H", "H", "H", "H", "H", "H", "H", "H", "H", "H"],
  "xyz": [[0.81, 0.13, -0.96], [2.48, -2.89, -3.18], [-1.82, -1.50, -1.39], [2.41, -4.34, -2.15], [1.11, -2.04, 0.32], [1.83, -1.82, -1.90], [-4.25, -0.01, 0.42], [2.65, 0.74, 3.30], [-1.35, -2.91, -3.74], [3.61, 3.27, -1.01], [-2.11, -3.17, 0.75], [1.93, -3.98, -0.96], [3.42, 1.50, 4.40], [0.48, 3.51, 4.17], [-2.65, -2.02, 0.17], [0.94, -2.88, 1.36], [1.34, 2.75, 1.90], [-1.94, -5.22, -4.16], [-1.33, -4.04, -4.55], [-2.60, 0.95, -2.51], [-3.35, 1.65, -3.49], [-2.57, -3.68, 1.95], [-3.61, -3.03, 2.60], [-3.66, -1.32, 0.86], [-4.84, -0.22, -3.82], [-2.62, -4.16, -2.12], [0.13, 3.20, 2.71], [-2.95, -0.40, -2.30], [4.53, 2.20, -1.60], [2.38, 1.69, 2.14], [1.61, -2.57, -0.81], [-4.12, -1.86, 2.06], [-1.95, -2.98, -2.48], [1.64, 3.33, 0.69], [2.82, 2.73, 0.14], [3.55, -0.42, 2.83], [-2.62, -5.27, -2.95], [-1.00, 2.16, 2.61], [-1.56, 1.63, -1.75], [-4.07, -0.95, -2.94], [-0.77, -1.62, -4.27], [1.23, -4.23, 1.31], [-4.44, 1.09, -4.11], [-0.44, 4.51, 2.13], [4.47, 4.43, -0.48], [1.73, -4.81, 0.15], [3.24, 1.73, 1.06], [2.69, 3.81, -2.11], [1.40, 0.08, 3.89], [3.28, 4.19, -2.94], [1.11, 4.15, 0.24], [4.56, -0.08, 2.59], [1.96, -5.86, 0.09], [1.70, -0.65, 4.63], [-3.08, 2.68, -3.70], [3.63, -1.15, 3.63], [0.84, -0.44, 3.10], [-0.82, 4.37, 1.12], [-4.92, -0.14, -0.44], [-4.82, 0.43, 1.23], [2.06, 4.62, -1.74], [5.07, 2.61, -2.46], [-5.01, 1.67, -4.83], [4.14, 1.15, 0.95], [-0.70, 1.18, 2.99], [-1.86, 2.50, 3.18], [-1.91, -6.09, -4.81], [3.12, -0.92, 1.96], [1.05, -4.84, 2.19], [-1.26, 4.85, 2.76], [-0.05, -1.18, -3.58], [-0.84, -3.99, -5.52], [-1.30, 2.05, 1.57], [-3.14, -6.17, -2.66], [-0.38, 3.96, 4.67], [-5.71, -0.65, -4.28], [4.34, 1.92, 3.98], [3.96, 1.33, -1.94], [3.69, 0.81, 5.20], [-3.49, 0.70, 0.11], [-1.45, 2.67, -2.07], [0.76, 2.63, 4.74], [0.32, 5.30, 2.12], [-4.00, -3.41, 3.53], [-3.16, -4.21, -1.19], [0.54, -2.43, 2.26], [2.84, 2.31, 4.82], [5.27, 1.87, -0.87], [5.09, 4.84, -1.28], [-1.31, -3.69, 0.23], [0.73, 0.78, 4.38], [-1.57, -0.89, -4.43], [-0.27, -1.80, -5.23], [5.13, 4.08, 0.33], [-1.76, 1.61, -0.67], [-4.34, -1.98, -2.73], [-4.92, -1.35, 2.59], [2.03, 3.02, -2.49], [-2.14, -4.58, 2.37], [3.85, 5.23, -0.08], [1.31, 4.22, 4.22]]
}


Record 3
{
  "formula": "C20H27ClN5O3",
  "method": "ωB97M-V/def2-TZVPD",
  "homo_lumo_gap_ev": 8.56,
  "charge": 1,
  "symbols": ["Cl", "O", "O", "O", "N", "N", "N", "N", "N", "C", "C", "C", "C", "C", "C", "C", "C", "C", "C", "C", "C", "C", "C", "C", "C", "C", "C", "C", "C", "H", "H", "H", "H", "H", "H", "H", "H", "H", "H", "H", "H", "H", "H", "H", "H", "H", "H", "H", "H", "H", "H", "H", "H", "H", "H", "H"],
  "xyz": [[3.54, -4.64, 1.70], [2.38, 3.43, 0.36], [3.74, -2.32, 2.78], [1.03, 5.12, 1.09], [-2.30, 1.01, -8.18], [-2.70, -1.43, -4.25], [-0.61, -3.15, 5.84], [1.23, -0.02, -0.04], [-3.11, 1.19, -0.94], [0.44, -2.94, 6.29], [1.78, 4.23, 1.36], [1.66, -0.86, 0.97], [-1.16, 0.94, -8.10], [1.38, -2.84, 2.60], [-3.37, 1.02, -4.97], [2.17, 1.06, -0.46], [-2.31, -1.19, -0.86], [0.84, -1.94, 1.46], [2.10, 4.03, 2.90], [1.77, -2.68, 6.89], [0.31, 0.83, -8.00], [-0.51, -2.12, 0.88], [0.00, -0.11, -0.63], [-2.99, -0.36, -4.57], [-0.90, -1.18, -0.16], [-3.04, 0.09, -0.29], [-3.67, -0.01, 1.15], [2.92, -3.11, 2.43], [2.23, 2.07, 0.78], [2.67, -0.67, 1.40], [1.21, 1.98, 1.27], [2.99, 1.75, 1.54], [-2.88, -2.13, -0.65], [-2.84, 0.25, 1.87], [-4.50, 0.73, 1.24], [-0.33, 0.59, -1.44], [-3.97, -1.06, 1.41], [0.73, 1.80, -7.71], [-1.20, -2.92, 1.24], [0.73, 0.53, -8.96], [2.43, -2.25, 6.14], [1.54, 4.82, 3.47], [1.82, 1.59, -1.38], [-3.60, 1.87, -0.35], [0.87, -3.84, 2.60], [-3.01, 1.73, -4.22], [1.67, -1.99, 7.72], [-4.45, 1.09, -5.04], [1.20, -2.37, 3.60], [-2.10, -1.08, -1.98], [3.19, 0.64, -0.61], [1.74, 3.05, 3.28], [0.58, 0.09, -7.24], [3.21, 4.12, 3.06], [2.20, -3.62, 7.25], [-2.93, 1.26, -5.93]]
}


Record 4
{
  "formula": "C33H38AsN5O7PRbS2",
  "method": "ωB97M-V/def2-TZVPD",
  "homo_lumo_gap_ev": 6.10,
  "de_lowest_kcal_mol": 39.8,
  "charge": -2,
  "symbols": ["Rb", "As", "S", "S", "P", "O", "O", "O", "O", "O", "O", "O", "N", "N", "N", "N", "N", "C", "C", "C", "C", "C", "C", "C", "C", "C", "C", "C", "C", "C", "C", "C", "C", "C", "C", "C", "C", "C", "C", "C", "C", "C", "C", "C", "C", "C", "C", "C", "C", "C", "H", "H", "H", "H", "H", "H", "H", "H", "H", "H", "H", "H", "H", "H", "H", "H", "H", "H", "H", "H", "H", "H", "H", "H", "H", "H", "H", "H", "H", "H", "H", "H", "H", "H", "H", "H", "H", "H"],
  "xyz": [[-1.02, 0.47, 0.62], [-1.18, -2.44, 3.06], [-1.06, 1.75, 3.50], [-3.58, -0.59, -1.06], [-2.11, 1.86, -2.79], [-2.54, 0.85, 2.95], [-0.08, -3.05, 4.11], [-2.33, -3.77, 2.68], [-0.77, -1.86, 1.56], [-0.08, 0.65, 3.47], [-0.90, 2.65, 2.35], [-0.93, 1.29, -2.09], [2.03, 0.82, 1.09], [-5.61, -2.29, -1.07], [3.64, -1.07, -0.59], [1.02, -2.43, -0.72], [-5.82, -0.35, -2.44], [-6.77, -2.69, -1.52], [-2.46, -1.33, 4.08], [2.14, -3.04, -0.01], [-4.41, 0.36, -5.82], [-4.81, 4.13, 0.10], [-1.52, 3.22, -3.88], [-2.90, -1.36, -5.09], [-3.27, 2.71, -1.71], [0.29, 4.14, -5.16], [4.10, -0.43, 0.63], [-1.83, 5.27, -5.11], [-2.33, 4.28, -4.27], [-4.66, 2.62, -1.77], [-3.43, 4.19, 0.18], [-2.40, -0.51, -4.12], [-7.54, -1.99, -2.45], [3.02, -0.09, 1.66], [-3.91, 1.21, -4.85], [-4.46, -0.32, 5.79], [-5.14, -1.09, -1.52], [3.48, -2.52, -0.54], [-0.21, 3.16, -4.32], [-2.98, -2.08, 5.14], [-7.69, 0.10, -3.88], [-2.90, 0.78, -4.00], [-6.98, -0.79, -2.88], [-3.97, 0.44, 4.75], [-2.97, -0.04, 3.89], [-2.66, 3.49, -0.73], [-0.52, 5.19, -5.56], [-3.96, -1.60, 5.99], [-3.91, -0.93, -5.93], [-5.42, 3.35, -0.87], [-5.41, 4.67, 0.82], [2.28, 1.79, 1.27], [-2.46, 6.10, -5.41], [3.61, -2.91, -1.56], [-7.13, -3.64, -1.12], [-5.24, 0.08, 6.43], [-3.34, 4.36, -3.90], [-7.91, 1.06, -3.42], [-4.32, -1.61, -6.68], [-2.58, -3.08, 5.30], [-7.04, 0.28, -4.73], [-6.50, 3.26, -0.90], [-4.33, 1.44, 4.57], [-5.20, 0.69, -6.48], [4.30, -2.93, 0.06], [2.50, -0.99, 1.97], [0.42, 2.35, -3.98], [-5.12, 1.92, -2.45], [-2.69, -3.54, 1.83], [2.03, -2.82, 1.06], [4.86, -1.06, 1.09], [2.75, -0.66, -0.87], [3.51, 0.32, 2.56], [-1.63, -0.84, -3.43], [-8.62, -0.35, -4.22], [0.58, -3.10, -1.35], [2.15, -4.13, -0.10], [-4.32, -2.21, 6.81], [-2.52, -2.37, -5.16], [-2.94, 4.74, 0.97], [-1.58, 3.50, -0.66], [-0.13, 5.96, -6.22], [1.16, 0.68, 1.60], [-8.49, -2.35, -2.81], [1.32, 4.09, -5.50], [-4.30, 2.22, -4.77], [0.31, -2.17, -0.05], [4.60, 0.51, 0.35]]
}


The calculation returns the following total energy values, one per record and in order: -33092.2196 -125232.8612 -47284.3772 -149078.6374 eV.
The calculation returns the following F_max values, one per record and in order: 5.316 3.154 3.137 1.140 eV Å⁻¹.